Record 1
This record from the Open Molecules 2025 dataset describes 2 unconnected molecules or ions with the total composition C4H12N2O2 in a non-equilibrium geometry. The level of theory is ωB97M-V/def2-TZVPD.

DFT total energy   -419.6195 hartree
Gap between HOMO and LUMO   10.36 eV
LUMO level   0.694 eV
ΔE to the lowest compared entry with this formula, charge and spin   75.97 kJ/mol
SMILES   CCCNC(N)=O.O
Charge   0

Geometry (Å):
C -0.6409 -0.6001 0.4732
N 0.1745 0.5444 0.8116
C 1.4942 0.4905 1.1841
N 2.1967 -0.6390 0.8564
O 2.0391 1.4366 1.7307
C -1.3700 -0.4510 -0.8799
C -1.5758 -1.7827 -1.6120
H -1.3837 -0.7620 1.2642
H -0.1023 -1.5443 0.4509
H -0.3647 1.3177 1.0478
H 1.7753 -1.4900 0.5289
H 2.9435 -0.9121 1.4782
H -2.2554 0.1704 -0.7148
H -0.7502 0.2102 -1.4997
H -1.8449 -1.5833 -2.6468
H -0.7293 -2.4458 -1.4531
H -2.4346 -2.2669 -1.1524
H 0.4628 3.5130 -0.5718
H 1.5497 3.0859 0.4049
O 0.8161 3.7084 0.2996

Now the Mulliken charges, all in e: atom 1 (C): -0.8011, atom 2 (N): -0.0140, atom 3 (C): 0.4490, atom 4 (N): -0.4005, atom 5 (O): -0.6777, atom 6 (C): -0.3163, atom 7 (C): -1.1795, atom 8 (H): 0.2534, atom 9 (H): 0.3446, atom 10 (H): 0.2733, atom 11 (H): 0.2128, atom 12 (H): 0.2496, atom 13 (H): 0.3476, atom 14 (H): 0.2860, atom 15 (H): 0.3500, atom 16 (H): 0.3421, atom 17 (H): 0.2982, atom 18 (H): 0.2994, atom 19 (H): 0.3288, atom 20 (O): -0.6456

***

Record 2
This record from the Open Molecules 2025 dataset describes 4 unconnected molecules or ions with the total composition C47H37NO8P in a non-equilibrium geometry. The level of theory is ωB97M-V/def2-TZVPD.

DFT total energy   -2810.9666 hartree
Gap between HOMO and LUMO   7.24 eV
LUMO level   -3.636 eV
Charge   +1

Geometry (Å):
C 2.2852 5.0423 -0.0868
P 2.9162 4.1664 1.4890
O 1.8586 2.7587 1.7166
C 2.5751 5.2243 3.0793
C 3.1074 6.7694 2.9714
N 4.6161 6.7961 2.9552
C 5.3016 5.6098 3.5831
C 4.4153 4.7239 4.6204
O 2.9936 4.5732 4.3244
H 1.4790 4.3650 -0.6320
H 1.9337 6.1513 0.0755
H 3.2094 5.0893 -0.8366
H 2.4177 1.9881 2.0527
H 1.3834 5.2953 3.1305
H 2.7743 7.3066 3.9828
H 2.6258 7.3921 2.1016
H 5.0031 7.7038 3.3480
H 4.9014 6.7965 1.9295
H 5.7812 4.9105 2.7539
H 6.2275 6.0419 4.2013
H 4.5414 5.1009 5.7373
H 4.8799 3.6243 4.6146
C -1.6116 0.5673 1.6506
C -2.6875 -0.0373 1.0011
C -2.5253 -1.2830 0.3926
C -1.2794 -1.9212 0.4232
C -0.1975 -1.3054 1.0513
C -0.3669 -0.0632 1.6767
C 1.1333 -1.9463 1.0467
O 2.0833 -1.4077 1.6013
C 1.3045 -3.2406 0.3571
C 2.5734 -3.8315 0.2953
C 2.7416 -5.0620 -0.3434
C 1.6448 -5.7087 -0.9124
C 0.3807 -5.1197 -0.8572
C 0.2125 -3.8783 -0.2295
C -1.1217 -3.2468 -0.2076
O -2.0853 -3.8123 -0.7115
H -1.7403 1.5339 2.1327
H -3.6544 0.4600 0.9698
H -3.3710 -1.7514 -0.1081
H 0.4698 0.4173 2.1808
H 3.4343 -3.3347 0.7398
H 3.7286 -5.5165 -0.3949
H 1.7742 -6.6707 -1.4037
H -0.4700 -5.6282 -1.3079
C 2.2460 -0.7073 -5.4246
C 2.0191 -1.5812 -4.3617
C 2.8759 -2.6629 -4.1520
C 3.9568 -2.8788 -5.0155
C 4.1691 -2.0192 -6.0926
C 3.3185 -0.9239 -6.2910
C 5.2765 -2.2658 -7.0387
O 5.4659 -1.5092 -7.9831
C 6.1462 -3.4415 -6.8353
C 7.1638 -3.7198 -7.7572
C 7.9995 -4.8221 -7.5651
C 7.8280 -5.6421 -6.4502
C 6.8115 -5.3704 -5.5332
C 5.9629 -4.2733 -5.7317
C 4.8682 -4.0152 -4.7754
O 4.7139 -4.7381 -3.7977
H 1.5837 0.1411 -5.5827
H 1.1758 -1.4195 -3.6940
H 2.6957 -3.3380 -3.3170
H 3.4861 -0.2408 -7.1218
H 7.3065 -3.0827 -8.6287
H 8.7857 -5.0393 -8.2850
H 8.4834 -6.4966 -6.2964
H 6.6806 -6.0179 -4.6677
C -6.2371 -2.3070 3.2884
C -7.0424 -2.4779 4.4141
C -8.0017 -1.5173 4.7388
C -8.1481 -0.3755 3.9418
C -7.3262 -0.1928 2.8303
C -6.3761 -1.1666 2.4961
C -7.4380 1.0313 2.0111
O -6.7189 1.1908 1.0326
C -8.4223 2.0634 2.3930
C -8.4991 3.2545 1.6594
C -9.4363 4.2302 2.0057
C -10.3035 4.0161 3.0767
C -10.2255 2.8329 3.8127
C -9.2761 1.8589 3.4759
C -9.1775 0.6265 4.2827
O -9.9362 0.4396 5.2269
H -5.4958 -3.0600 3.0301
H -6.9254 -3.3606 5.0389
H -8.6304 -1.6599 5.6162
H -5.7402 -1.0373 1.6220
H -7.8278 3.4282 0.8198
H -9.4906 5.1566 1.4379
H -11.0385 4.7729 3.3421
H -10.9025 2.6749 4.6506

Now the Mulliken charges, all in e: atom 1 (C): -0.9042, atom 2 (P): 0.1320, atom 3 (O): -0.4574, atom 4 (C): 0.0306, atom 5 (C): -0.7096, atom 6 (N): -0.1131, atom 7 (C): -0.5208, atom 8 (C): -0.4355, atom 9 (O): -0.3799, atom 10 (H): 0.3057, atom 11 (H): 0.2662, atom 12 (H): 0.2993, atom 13 (H): 0.3388, atom 14 (H): 0.3958, atom 15 (H): 0.3080, atom 16 (H): 0.3531, atom 17 (H): 0.4131, atom 18 (H): 0.4245, atom 19 (H): 0.3085, atom 20 (H): 0.3326, atom 21 (H): 0.3150, atom 22 (H): 0.2972, atom 23 (C): -0.7664, atom 24 (C): -0.2197, atom 25 (C): -0.8194, atom 26 (C): 0.2848, atom 27 (C): 0.2710, atom 28 (C): -0.4982, atom 29 (C): 0.5658, atom 30 (O): -0.7186, atom 31 (C): 0.3229, atom 32 (C): -0.5246, atom 33 (C): -0.5120, atom 34 (C): -0.4865, atom 35 (C): -0.5697, atom 36 (C): 0.1943, atom 37 (C): 0.5460, atom 38 (O): -0.6769, atom 39 (H): 0.4244, atom 40 (H): 0.5395, atom 41 (H): 0.5164, atom 42 (H): 0.3608, atom 43 (H): 0.4435, atom 44 (H): 0.4193, atom 45 (H): 0.4178, atom 46 (H): 0.4649, atom 47 (C): -0.5199, atom 48 (C): -0.5388, atom 49 (C): -0.6082, atom 50 (C): 0.1579, atom 51 (C): 0.3812, atom 52 (C): -0.6270, atom 53 (C): 0.5979, atom 54 (O): -0.6753, atom 55 (C): 0.1665, atom 56 (C): -0.5551, atom 57 (C): -0.4496, atom 58 (C): -0.4823, atom 59 (C): -0.4764, atom 60 (C): 0.2023, atom 61 (C): 0.4521, atom 62 (O): -0.6865, atom 63 (H): 0.3883, atom 64 (H): 0.5104, atom 65 (H): 0.6391, atom 66 (H): 0.4645, atom 67 (H): 0.4510, atom 68 (H): 0.3956, atom 69 (H): 0.3927, atom 70 (H): 0.4478, atom 71 (C): -0.5584, atom 72 (C): -0.4564, atom 73 (C): -0.6279, atom 74 (C): 0.3363, atom 75 (C): 0.2313, atom 76 (C): -0.5714, atom 77 (C): 0.5233, atom 78 (O): -0.6855, atom 79 (C): 0.1879, atom 80 (C): -0.4950, atom 81 (C): -0.4670, atom 82 (C): -0.4553, atom 83 (C): -0.5587, atom 84 (C): 0.1594, atom 85 (C): 0.5890, atom 86 (O): -0.6672, atom 87 (H): 0.4324, atom 88 (H): 0.3947, atom 89 (H): 0.4620, atom 90 (H): 0.5251, atom 91 (H): 0.4477, atom 92 (H): 0.3936, atom 93 (H): 0.3967, atom 94 (H): 0.4561

***

Record 3
This record from the Open Molecules 2025 dataset describes 2 unconnected molecules or ions with the total composition C4H9NO2. The level of theory is ωB97M-V/def2-TZVPD.

DFT total energy   -363.0224 hartree
Gap between HOMO and LUMO   11.09 eV
LUMO level   1.044 eV
ΔE to the lowest compared entry with this formula, charge and spin   165.63 kJ/mol
SMILES   [H]/N=C\C.COC=O
Charge   0

Geometry (Å):
C -2.5554 1.0234 1.1604
C -1.3653 0.3327 0.5589
N -0.7072 0.6869 -0.4691
C 0.9591 -1.6980 -0.6368
O 1.0026 -1.7021 0.5693
O 1.7818 -1.0354 -1.4444
C 2.6731 -0.1378 -0.7818
H -2.8408 1.9105 0.5850
H -3.4116 0.3406 1.2062
H -2.3318 1.3252 2.1902
H -1.0187 -0.5751 1.0632
H 0.2420 -2.2743 -1.2380
H -1.1019 1.5438 -0.8688
H 3.3078 0.2806 -1.5632
H 2.0922 0.6478 -0.2913
H 3.2742 -0.6690 -0.0397

Now the Mulliken charges, all in e: atom 1 (C): -1.0428, atom 2 (C): 0.1886, atom 3 (N): -0.5114, atom 4 (C): 0.2101, atom 5 (O): -0.5391, atom 6 (O): -0.2725, atom 7 (C): -0.5743, atom 8 (H): 0.3136, atom 9 (H): 0.2761, atom 10 (H): 0.2623, atom 11 (H): 0.3459, atom 12 (H): 0.3828, atom 13 (H): 0.2070, atom 14 (H): 0.2357, atom 15 (H): 0.2512, atom 16 (H): 0.2668

***

Record 4
This record from the Open Molecules 2025 dataset describes a single C16H20N2O5S molecule. The level of theory is ωB97M-V/def2-TZVPD.

DFT total energy   -1505.5796 hartree
Gap between HOMO and LUMO   9.04 eV
LUMO level   0.579 eV
ΔE to the lowest compared entry with this formula, charge and spin   218.15 kJ/mol
SMILES   CCOc1ccc(S(=O)(=O)NCCC(=O)NCc2ccco2)cc1
Charge   0

Geometry (Å):
C -7.4306 -1.6432 0.7678
C -6.3453 -0.6555 0.3704
H -6.5753 -0.2097 -0.6063
H -6.2681 0.1461 1.1170
O -5.1221 -1.3702 0.3002
C -3.9895 -0.7221 -0.0367
C -3.9044 0.6398 -0.3326
C -2.6818 1.1956 -0.6648
C -1.5523 0.4047 -0.7044
C -1.6190 -0.9474 -0.4158
C -2.8319 -1.5101 -0.0846
H -2.9208 -2.5604 0.1418
H -0.7193 -1.5394 -0.4704
S 0.0084 1.1621 -1.0873
O -0.1657 2.2218 -2.0317
O 0.9701 0.1284 -1.3994
N 0.3823 1.8587 0.3994
H 0.7546 1.1516 1.0187
C 1.2361 3.0294 0.3352
H 0.7360 3.7260 -0.3398
H 1.2888 3.4656 1.3358
C 2.6483 2.7341 -0.1923
C 3.3707 1.7623 0.7300
O 4.0846 2.1269 1.6425
N 3.0897 0.4646 0.4832
H 2.5237 0.2094 -0.3212
C 3.7320 -0.6107 1.2160
C 4.6389 -1.4022 0.3336
C 5.8657 -1.1157 -0.1898
C 6.2193 -2.2234 -0.9979
C 5.1811 -3.0966 -0.9069
O 4.2191 -2.6086 -0.1066
H 5.0139 -4.0612 -1.3433
H 7.1201 -2.3479 -1.5628
H 6.4400 -0.2296 -0.0146
H 4.2993 -0.1379 2.0233
H 2.9715 -1.2780 1.6343
H 3.2147 3.6653 -0.2193
H 2.5699 2.3237 -1.1996
H -2.5918 2.2421 -0.9068
H -4.7798 1.2683 -0.3087
H -7.5014 -2.4350 0.0274
H -7.1929 -2.0889 1.7295
H -8.3866 -1.1327 0.8372

Now the Mulliken charges, all in e: atom 1 (C): -1.4207, atom 2 (C): -0.2696, atom 3 (H): 0.3669, atom 4 (H): 0.3675, atom 5 (O): -0.3556, atom 6 (C): 0.7037, atom 7 (C): -0.3489, atom 8 (C): -0.8516, atom 9 (C): -0.1416, atom 10 (C): -0.3521, atom 11 (C): -0.7164, atom 12 (H): 0.4335, atom 13 (H): 0.5171, atom 14 (S): 1.3951, atom 15 (O): -0.6983, atom 16 (O): -0.7905, atom 17 (N): -0.2862, atom 18 (H): 0.3727, atom 19 (C): -0.9526, atom 20 (H): 0.3741, atom 21 (H): 0.4504, atom 22 (C): -0.4707, atom 23 (C): 0.4945, atom 24 (O): -0.6824, atom 25 (N): 0.0985, atom 26 (H): 0.2847, atom 27 (C): -1.1555, atom 28 (C): 0.4691, atom 29 (C): -0.3866, atom 30 (C): -0.4608, atom 31 (C): -0.4454, atom 32 (O): -0.3331, atom 33 (H): 0.4600, atom 34 (H): 0.4161, atom 35 (H): 0.5316, atom 36 (H): 0.4686, atom 37 (H): 0.2941, atom 38 (H): 0.3850, atom 39 (H): 0.3551, atom 40 (H): 0.4156, atom 41 (H): 0.3894, atom 42 (H): 0.3277, atom 43 (H): 0.3277, atom 44 (H): 0.4197

***

Record 5
This record from the Open Molecules 2025 dataset describes a molecular structure, C23H27Br4N4O3Sn. The level of theory is ωB97M-V/def2-TZVPD.

DFT total energy   -11847.8017 hartree
Gap between HOMO and LUMO   6.30 eV
LUMO level   2.130 eV
ΔE to the lowest compared entry with this formula, charge and spin   225.35 kJ/mol
Charge   -1

Geometry (Å):
Sn -0.3369 0.0954 -0.4135
Br 6.7016 0.0341 -0.2192
C 4.9001 -0.3121 0.2365
C 4.5728 -1.3517 1.0948
Br 5.9105 -2.4908 1.7920
C 3.2273 -1.5733 1.4295
Br 2.6941 -2.9165 2.6541
C 2.2114 -0.7912 0.8967
O 0.9335 -0.9219 1.1659
C 2.5473 0.2555 0.0051
O 1.5424 0.9682 -0.4604
C 3.8786 0.4914 -0.2978
Br 4.2359 1.9392 -1.4622
C -0.7202 -1.4706 -1.6732
H -1.8166 -1.5160 -1.7383
H -0.3971 -2.3499 -1.1002
C -2.2769 2.8621 3.5994
C -2.4848 3.1386 2.1317
C -3.4801 4.0205 1.7159
C -3.6491 4.2680 0.3616
C -4.6742 5.2701 -0.1126
C -2.8652 3.6057 -0.5759
C -1.8709 2.6766 -0.2021
C -1.6880 2.5175 1.1878
N -1.0792 1.9472 -1.0719
C -0.8905 2.3777 -2.4896
C -0.5053 3.8637 -2.5550
C -2.1341 2.0476 -3.3408
C 0.2601 1.6194 -3.1607
H -2.6890 3.6644 4.2128
H -1.2161 2.7532 3.8332
H -2.7774 1.9326 3.8881
H -4.1060 4.5219 2.4470
H -5.2716 5.6464 0.7186
H -5.3512 4.8272 -0.8459
H -4.1875 6.1232 -0.5910
H -3.0515 3.8208 -1.6139
H -0.8569 1.9104 1.5332
H -1.1362 4.5046 -1.9415
H -0.5647 4.2122 -3.5892
H 0.5246 3.9802 -2.2111
H -3.0458 2.5280 -2.9988
H -2.2976 0.9678 -3.3161
H -1.9634 2.3438 -4.3796
H 1.1850 1.7388 -2.6040
H 0.4075 2.0314 -4.1624
H 0.0395 0.5550 -3.2621
C -2.0243 -0.3846 5.5524
N -2.1392 -0.6815 4.1475
C -3.3318 -1.1904 3.5131
C -2.9756 -1.0456 2.0270
O -3.7140 -1.3630 1.1289
N -1.7113 -0.4927 1.9300
C -1.2705 -0.3296 3.1687
N -0.0479 0.1586 3.4325
H -2.9788 -0.0054 5.9222
H -1.2811 0.3953 5.7127
H -1.7497 -1.2630 6.1425
H -4.2198 -0.6025 3.7585
H -3.5173 -2.2387 3.7553
H 0.5900 -0.0711 2.6528
H 0.3295 -0.0338 4.3461

Now the Mulliken charges, all in e: atom 1 (Sn): 1.5629, atom 2 (Br): -0.1976, atom 3 (C): 0.3117, atom 4 (C): 0.1529, atom 5 (Br): -0.2044, atom 6 (C): -0.1837, atom 7 (Br): -0.1808, atom 8 (C): 0.2742, atom 9 (O): -0.9513, atom 10 (C): 0.1416, atom 11 (O): -0.5417, atom 12 (C): -0.1212, atom 13 (Br): -0.1548, atom 14 (C): -1.3617, atom 15 (H): 0.2541, atom 16 (H): 0.3321, atom 17 (C): -1.4557, atom 18 (C): 0.4885, atom 19 (C): -0.9200, atom 20 (C): 0.1365, atom 21 (C): -1.6098, atom 22 (C): -0.4998, atom 23 (C): 1.2239, atom 24 (C): -1.0766, atom 25 (N): 0.0799, atom 26 (C): 1.4568, atom 27 (C): -1.6959, atom 28 (C): -1.5311, atom 29 (C): -1.9466, atom 30 (H): 0.4907, atom 31 (H): 0.2981, atom 32 (H): 0.0673, atom 33 (H): 0.2701, atom 34 (H): 0.3732, atom 35 (H): 0.3431, atom 36 (H): 0.3178, atom 37 (H): 0.4524, atom 38 (H): 1.1721, atom 39 (H): 0.4118, atom 40 (H): 0.4203, atom 41 (H): 0.3898, atom 42 (H): 0.2910, atom 43 (H): 0.2745, atom 44 (H): 0.4614, atom 45 (H): 0.3202, atom 46 (H): 0.5497, atom 47 (H): 0.4166, atom 48 (C): -1.0847, atom 49 (N): 0.1759, atom 50 (C): -0.2962, atom 51 (C): -0.1252, atom 52 (O): -0.6480, atom 53 (N): 0.5726, atom 54 (C): -0.5376, atom 55 (N): -0.1792, atom 56 (H): 0.3457, atom 57 (H): 0.3904, atom 58 (H): 0.2891, atom 59 (H): 0.2880, atom 60 (H): 0.3234, atom 61 (H): 0.1089, atom 62 (H): 0.2742

***

Q: Number 4 is which compound?
A: C16H20N2O5S